# C40H98Cl4N6O12

8 unconnected molecules or ions with the total composition C40H98Cl4N6O12 (ωB97M-V with the def2-TZVPD basis set, the Open Molecules 2025 dataset).

XYZ file:
```
160
Properties=species:S:1:pos:R:3:forces:R:3
Cl 0.03322 0.07544 0.80492 -0.1 0.0 0.1
C -1.31828 0.29280 1.96950 0.1 -0.1 -0.4
C -0.80486 0.59796 3.33791 0.4 -0.1 0.3
Cl -0.01943 2.19103 3.42213 -0.1 0.3 0.0
H -1.86188 -0.64833 2.01303 0.0 0.0 -0.2
H -1.94697 1.07078 1.54817 -0.1 0.0 0.2
H -0.03698 -0.11787 3.62953 -0.1 -0.1 0.0
H -1.60557 0.57295 4.07490 -0.1 0.1 -0.1
Cl -0.76383 -3.07054 2.73669 0.3 0.0 0.0
C -0.92474 -4.42047 1.57363 -0.3 -0.1 -0.4
C -0.11807 -5.62562 2.02183 -0.6 0.6 0.1
Cl -0.44355 -6.95740 0.89538 0.1 -0.2 -0.2
H -0.63137 -4.10687 0.57306 0.1 0.2 0.1
H -1.99098 -4.63281 1.55843 0.1 -0.2 -0.1
H -0.49485 -5.93532 2.99314 0.4 -0.1 0.1
H 0.94157 -5.39090 2.01265 0.0 -0.2 0.2
C -2.16741 1.54857 -4.40235 1.6 0.0 -0.5
O -2.35862 2.55241 -3.44453 -1.1 0.2 0.5
C -1.48807 2.45597 -2.33617 0.7 -0.7 -0.4
C -1.60242 3.72407 -1.51152 -0.2 1.0 -0.3
N -2.98294 4.05902 -1.10389 0.4 -0.8 0.2
C -3.31757 3.40661 0.16946 -0.3 0.0 -0.5
C -4.78634 3.64394 0.46526 0.4 0.0 0.3
O -5.51150 2.88021 -0.48450 -0.3 0.4 0.3
C -6.90342 2.97095 -0.26128 -0.2 0.3 -0.4
H -1.23668 1.80093 -4.94209 0.0 -0.2 0.0
H -2.93547 1.50247 -5.16850 -0.5 0.2 0.5
H -2.00571 0.56379 -3.95291 -0.3 -0.1 0.0
H -0.48912 2.25216 -2.75229 0.3 0.6 0.3
H -1.64724 1.53787 -1.74905 -0.6 0.0 0.1
H -1.27340 4.57940 -2.10675 0.2 -0.2 -0.2
H -0.95861 3.73397 -0.63081 0.1 -0.4 0.0
H -3.56557 3.59472 -1.79941 -0.2 0.4 0.0
H -2.68112 3.78496 0.97063 0.0 0.1 0.0
H -3.15013 2.32550 0.06445 -0.1 -0.1 0.4
H -5.03197 4.70991 0.39973 0.1 0.1 -0.4
H -5.05172 3.39098 1.49872 0.0 -0.5 0.0
H -7.17300 2.52628 0.70100 -0.1 0.0 0.0
H -7.42498 2.47316 -1.07802 0.1 -0.3 0.1
H -7.22068 4.01968 -0.30335 0.0 0.0 0.2
C 9.47560 -0.10274 1.31414 0.2 -0.7 -0.6
O 8.36762 0.73759 1.16666 -0.4 0.5 0.4
C 8.66540 2.08263 1.54418 0.2 -0.4 0.2
C 7.39766 2.91244 1.62129 -0.2 -1.5 -0.1
N 6.58555 2.45966 2.75916 -0.2 0.1 -0.2
C 5.32753 3.19313 2.79817 0.0 -0.1 0.7
C 4.37135 2.69859 3.87560 0.6 -0.5 -0.5
O 4.07564 1.33495 3.60072 -0.3 0.2 0.1
C 3.31588 0.74336 4.65391 0.5 0.5 -0.8
H 10.28616 0.17360 0.62838 0.1 0.2 0.1
H 9.16016 -1.10404 1.01770 -0.1 0.0 0.1
H 9.88151 -0.17575 2.32782 -0.2 0.3 0.1
H 9.39162 2.47272 0.82556 0.0 0.3 0.0
H 9.12663 2.05606 2.53665 0.1 0.2 0.1
H 6.82005 2.66888 0.71844 0.2 0.7 -0.4
H 7.64993 3.96692 1.70626 -0.1 0.1 -0.1
H 6.32375 1.50123 2.53947 0.2 -0.1 0.3
H 4.76874 3.12256 1.85348 0.1 0.2 -0.1
H 5.55415 4.24089 3.01271 -0.1 0.1 -0.2
H 3.50839 3.36955 3.78970 -0.4 -0.3 0.4
H 4.78417 2.68606 4.88861 0.2 0.7 0.0
H 3.82534 0.87792 5.61269 0.0 -0.1 0.1
H 3.26677 -0.31171 4.39981 -0.3 -0.1 0.2
H 2.34441 1.23951 4.68220 -0.2 -0.3 0.2
C 2.68105 -8.44454 -2.35536 0.1 0.1 -0.9
O 3.29782 -7.24936 -2.81220 -0.5 0.1 0.4
C 4.12855 -6.68583 -1.81154 0.3 0.7 -1.0
C 4.58291 -5.30621 -2.27283 -0.8 0.6 -0.1
N 3.44261 -4.40415 -2.47323 0.3 0.3 0.8
C 3.96654 -3.05926 -2.71229 -1.1 -0.1 -0.5
C 2.97563 -2.01909 -3.27778 1.2 -0.9 0.2
O 2.09767 -1.62409 -2.27196 -1.4 0.1 0.4
C 1.52492 -0.34877 -2.52055 1.2 0.8 -0.2
H 2.02535 -8.30189 -1.49387 0.3 0.1 0.3
H 3.46907 -9.18378 -2.19861 -0.2 -0.2 0.4
H 2.04186 -8.80869 -3.15803 0.1 0.0 -0.1
H 5.00417 -7.32938 -1.69314 0.0 -0.1 0.4
H 3.57657 -6.51934 -0.88431 0.0 -0.3 0.2
H 5.19755 -5.25031 -3.18152 0.2 -0.7 0.0
H 5.17235 -4.85026 -1.47212 0.1 -0.2 0.1
H 2.77256 -4.75508 -3.14134 0.2 0.1 -0.3
H 4.80945 -3.09506 -3.41497 0.2 0.0 0.0
H 4.31547 -2.65831 -1.76022 0.2 0.0 0.0
H 2.45277 -2.40938 -4.16124 -0.1 0.0 0.0
H 3.65079 -1.21707 -3.60830 -0.4 0.4 0.0
H 2.37292 0.33415 -2.38037 -0.3 0.5 -0.3
H 0.74168 0.00632 -1.84848 0.1 -0.9 0.3
H 1.14110 -0.21429 -3.53704 0.1 -0.3 -0.1
C -4.51373 0.26762 3.13952 0.0 -0.1 0.4
O -4.38325 0.35766 1.74821 0.2 0.4 -0.1
C -4.76323 -0.81433 1.06753 -0.2 -0.4 -0.1
C -4.47175 -0.71632 -0.41132 -0.4 -0.4 0.3
N -5.44116 0.08734 -1.14285 0.7 0.0 -0.9
C -4.93230 0.21472 -2.52909 -0.3 0.7 -0.3
C -4.92215 -1.06048 -3.35506 0.0 -0.3 0.4
O -4.43356 -0.77303 -4.64650 0.1 0.1 -0.1
C -4.46347 -1.92111 -5.47710 0.2 0.4 0.1
H -4.09144 1.14642 3.62905 0.1 0.2 -0.3
H -3.96636 -0.60436 3.51854 -0.1 -0.1 0.1
H -5.56093 0.21371 3.45538 0.0 -0.2 -0.1
H -5.82885 -1.02980 1.21389 -0.1 0.2 -0.1
H -4.26149 -1.71810 1.44458 0.4 0.3 0.3
H -4.51606 -1.75898 -0.73935 -0.1 0.1 -0.3
H -3.44455 -0.37928 -0.61524 0.1 0.1 0.3
H -5.33490 1.04899 -0.80646 -0.3 -0.4 0.2
H -3.93292 0.67394 -2.49202 0.2 -0.4 -0.2
H -5.51073 0.95651 -3.08866 -0.3 -0.1 0.2
H -5.91794 -1.51133 -3.44270 -0.2 0.2 0.2
H -4.29922 -1.81760 -2.86235 0.2 -0.1 -0.2
H -5.49764 -2.22745 -5.65171 0.0 -0.3 0.1
H -3.86192 -2.71420 -5.02528 -0.2 -0.3 0.0
H -4.02221 -1.66171 -6.43790 0.0 0.1 0.0
C 1.21166 5.26476 1.95016 0.2 -0.7 -0.1
O 1.22548 6.29369 2.90313 -0.6 0.4 -0.2
C 0.95898 5.78297 4.21218 0.7 0.4 -0.6
C 0.96892 6.93217 5.19927 -0.3 -0.3 0.2
N -0.33035 7.60740 5.19605 0.3 0.3 0.3
C -0.37534 8.70056 6.19825 -0.5 -0.8 -1.2
C -0.34335 8.16544 7.62011 0.7 1.0 -0.3
O 1.01205 8.23314 8.06492 -0.4 -0.1 0.6
C 1.15569 7.58258 9.32142 0.3 0.3 -0.5
H 2.03677 4.57855 2.17754 0.0 -0.2 -0.2
H 1.32078 5.61941 0.92633 0.3 0.5 0.2
H 0.29288 4.66671 1.92624 -0.2 0.1 0.4
H 1.76813 5.07183 4.41737 -0.2 -0.2 0.3
H -0.01702 5.29196 4.19949 0.0 -0.2 0.2
H 1.80861 7.61308 5.00958 0.0 0.0 -0.2
H 1.15729 6.54234 6.20075 -0.1 -0.1 0.0
H -0.44390 8.01375 4.27292 -0.1 0.0 0.0
H -1.31334 9.23633 6.03783 0.0 -0.1 0.0
H 0.43041 9.40349 5.96726 0.2 0.2 0.7
H -0.72903 7.14643 7.70258 0.0 -0.1 -0.2
H -0.98183 8.82692 8.21667 0.1 -0.1 0.4
H 2.14724 7.81257 9.70977 0.1 -0.1 -0.2
H 1.05013 6.50722 9.15095 -0.1 -0.1 0.4
H 0.44004 7.95910 10.05795 -0.2 -0.2 -0.1
C -2.63217 -6.39535 -8.59324 0.5 -0.1 0.4
O -1.98582 -6.25238 -7.34137 0.3 0.0 -0.1
C -2.69102 -6.79977 -6.26688 -0.2 -0.5 0.9
C -1.84607 -6.85253 -5.00123 -0.2 1.0 -0.1
N -1.69261 -5.52387 -4.40584 0.2 -0.2 -0.1
C -0.63222 -5.52707 -3.38546 -1.0 0.5 -0.3
C -0.36528 -4.11208 -2.87731 -0.1 -1.4 1.2
O -1.37022 -3.77293 -1.93176 -0.6 0.3 -1.2
C -1.36472 -2.40684 -1.59444 0.4 -0.2 1.0
H -2.85780 -7.45388 -8.74801 -0.3 0.0 -0.2
H -1.91371 -6.07601 -9.34539 -0.1 0.0 -0.1
H -3.52496 -5.76860 -8.65685 -0.1 -0.1 0.0
H -3.02872 -7.83634 -6.41023 0.1 0.0 -0.7
H -3.60290 -6.22507 -6.05946 0.0 0.1 0.0
H -0.83637 -7.23753 -5.18260 -0.2 -0.6 -0.3
H -2.39494 -7.49788 -4.30881 0.3 -0.1 0.1
H -1.51365 -4.87494 -5.16545 0.3 0.1 0.1
H 0.31913 -5.97644 -3.69435 0.1 0.0 -0.4
H -1.05004 -6.17172 -2.60720 0.4 0.2 0.4
H -0.31692 -3.42743 -3.72793 0.1 0.3 0.1
H 0.55756 -4.15257 -2.28960 0.5 0.4 -0.5
H -1.34379 -1.67733 -2.41203 -0.1 -0.4 -0.3
H -0.48988 -2.22245 -0.95597 -0.1 0.3 -0.1
H -2.26710 -2.25290 -1.00915 0.0 0.2 0.1
```
Positions in Å, forces in eV/Å.

LUMO level: 0.49 eV
E_HOMO: -8.612 eV
Net charge: 0
SMILES: COCCNCCOC.COCCNCCOC.COCCNCCOC.COCCNCCOC.COCCNCCOC.COCCNCCOC.ClCCCl.ClCCCl
Maximum force: 1.9 eV Å⁻¹
HOMO-LUMO gap: 9.10 eV

Löwdin population analysis, charges in e, atoms 1 to 2: number 1, Cl, carries 0.5967; number 2, C, carries -0.6650

# C41H108F4NO22S2

16 unconnected molecules or ions with the total composition C41H108F4NO22S2 (ωB97M-V with the def2-TZVPD basis set, the Open Molecules 2025 dataset).

XYZ file:
```
178
Properties=species:S:1:pos:R:3:forces:R:3
C -0.38261 4.23153 3.09004 0.0 -1.2 0.2
C -1.24822 3.26540 2.09468 1.5 0.2 1.0
C -0.76534 1.75461 2.47538 -2.6 1.6 1.3
O 0.65995 1.67908 2.46155 1.1 -1.0 -1.8
C 1.22887 0.93517 1.33556 -1.9 -0.2 1.4
C 0.86329 -0.59169 1.57769 -0.6 -1.5 -0.6
C 1.70026 -1.70297 0.76969 -0.4 -0.9 0.6
C 0.79099 -1.12957 3.08105 0.5 -1.6 0.3
C -0.41065 -2.20554 3.28842 -0.4 0.9 0.6
C -1.86752 -1.53028 3.35564 -0.5 -1.0 0.4
O 0.42644 1.40882 0.20639 1.8 -0.3 -0.7
C 1.11916 1.37079 -1.04612 -0.1 -0.3 0.2
C 0.05111 1.60311 -2.20028 -0.8 -2.3 -0.6
O -1.06959 2.47451 -1.84210 -1.0 -1.7 -0.4
C -2.29137 1.79129 -1.85798 -1.7 1.5 0.7
F -2.67485 1.32088 -3.13993 1.3 0.5 3.3
F -2.40437 0.78756 -0.85998 0.5 2.0 -3.0
F -3.28334 2.76247 -1.51260 2.5 -2.6 -1.0
C 2.34405 2.42754 -0.94685 -2.0 1.2 -1.3
C 1.72206 3.75460 -0.31872 -0.9 1.1 0.2
C 2.49223 5.14576 -0.48488 -0.3 1.0 0.4
C 1.69178 6.26021 -1.32746 1.7 1.0 0.5
O 0.31182 6.42987 -0.87690 -0.3 -0.2 -2.8
C -0.36823 7.07807 -1.97435 -0.5 3.7 -0.1
C -1.17726 6.30260 -3.10201 -0.1 0.1 -0.5
O -0.34203 8.33231 -2.02885 0.1 -4.7 0.4
C 2.95398 2.84527 -2.37512 2.1 -1.2 -1.2
O 2.11149 3.71712 -3.16482 -0.9 0.0 3.1
O 2.34312 3.52934 -4.50009 0.0 -0.8 -2.2
N 3.37394 1.70892 -0.05806 1.4 -0.8 0.8
S 4.66672 2.87226 0.40673 0.8 2.0 -0.1
C 4.04656 0.53706 -0.74035 0.8 -3.3 -1.7
C 5.60071 0.57018 -1.08082 0.5 -1.1 -1.7
C 6.02971 1.44236 -2.37959 0.9 0.2 1.1
F 7.40745 1.08248 -2.68654 -2.2 0.3 0.5
C 2.76036 1.37230 1.31503 -0.6 1.4 2.4
C 3.73514 0.57199 2.30329 0.5 -0.9 0.5
S 4.04292 1.56050 3.88317 0.0 -0.6 -0.6
C 3.75942 0.46726 5.35283 -0.5 0.4 1.8
C 2.43208 1.01780 6.12849 0.7 -0.4 -1.2
H -0.23744 3.60305 4.04951 -0.3 1.4 -1.2
H -0.91322 5.20689 3.33223 0.9 -1.2 -0.4
H 0.68714 4.39081 2.68831 -1.8 0.0 0.6
H -2.35714 3.42607 2.32919 1.6 -0.4 -0.6
H -0.94919 3.55642 1.03498 -0.9 -0.6 1.2
H -1.08274 1.65978 3.58691 0.7 -0.1 -1.7
H -1.36121 0.95000 1.94325 1.2 1.0 0.3
H -0.21577 -0.71537 1.17086 1.7 0.5 0.6
H 2.80667 -1.77771 1.09533 -1.7 0.3 -0.7
H 1.25432 -2.71681 1.10892 0.7 1.6 -0.6
H 1.56228 -1.69140 -0.36092 0.4 0.2 1.4
H 1.75493 -1.75103 3.25280 -1.3 1.0 -0.1
H 0.75341 -0.36772 3.91383 -0.1 -0.6 -1.3
H -0.24893 -2.72926 4.30262 -0.1 0.8 -1.6
H -0.42652 -3.01134 2.48369 0.3 1.1 0.9
H -2.03107 -0.88644 4.29562 0.6 -0.7 -1.6
H -2.62132 -2.39789 3.46247 1.2 1.4 -0.2
H -2.18262 -0.98277 2.39726 0.6 -0.6 1.5
H 1.45207 0.27867 -1.18935 0.0 1.7 -0.2
H -0.45523 0.57228 -2.36031 1.2 1.4 0.3
H 0.48770 1.83195 -3.23775 -0.6 0.2 1.8
H 0.71728 3.92849 -0.86790 1.5 -0.6 0.8
H 1.41423 3.68194 0.78498 0.5 -0.4 -1.8
H 2.62961 5.60697 0.56564 -0.2 -0.8 -1.6
H 3.53717 5.09241 -0.93442 -1.4 0.0 0.4
H 1.77978 6.13798 -2.45964 -0.3 -0.3 1.5
H 2.22029 7.26058 -1.08594 -0.7 -1.5 -0.5
H -2.24130 5.99903 -2.78495 1.8 0.4 0.0
H -0.63948 5.39552 -3.53799 -0.6 1.1 0.9
H -1.31929 7.04290 -3.97009 0.3 -1.0 1.5
H 3.17760 1.93647 -3.05697 -0.5 1.2 1.2
H 3.97330 3.38554 -2.29154 -1.6 -0.9 0.3
H 1.48455 3.20609 -4.87803 0.7 0.4 0.7
H 5.62953 2.23392 1.15571 -1.1 -0.4 -0.4
H 3.53602 0.25748 -1.74229 0.6 1.0 1.7
H 3.92623 -0.46174 -0.16822 -0.2 2.1 -0.4
H 6.32619 0.67191 -0.21215 -1.1 0.3 -1.1
H 5.81323 -0.50922 -1.45932 -0.5 1.6 0.7
H 5.37986 1.21803 -3.29170 1.0 0.2 1.3
H 6.06586 2.56505 -2.13425 -0.2 -1.7 -0.5
H 2.76735 2.41591 1.82178 -0.5 -1.8 -1.0
H 3.34612 -0.43322 2.66083 0.2 1.3 -0.8
H 4.78443 0.37447 1.88809 -1.7 0.2 0.2
H 3.71159 -0.64645 5.12555 0.1 1.5 0.1
H 4.62855 0.66764 6.08520 -1.0 -0.5 -1.5
H 2.38434 2.13485 5.91035 -0.1 -1.5 0.5
H 1.54495 0.49757 5.63562 0.9 0.8 1.1
H 2.51020 0.83925 7.25056 -0.3 0.1 -1.6
C -0.88889 -5.77424 2.21766 0.0 -0.3 -0.2
O 0.47312 -5.54806 1.87286 0.3 0.1 -0.1
H -1.21286 -4.99340 2.90558 0.1 -0.1 -0.1
H -1.50464 -5.73998 1.31595 -0.2 0.0 0.2
H -0.98688 -6.74875 2.70252 -0.2 0.1 0.0
H 0.73378 -6.25056 1.26442 0.0 0.2 0.2
C 8.29194 2.02461 -5.77026 0.0 0.2 0.2
O 7.10200 2.46538 -6.41181 -0.3 0.0 0.0
H 8.73087 1.21787 -6.35722 -0.1 0.1 0.0
H 9.00204 2.85286 -5.70569 0.2 -0.2 0.1
H 8.05494 1.65634 -4.76964 0.3 -0.1 -0.1
H 6.73576 3.17765 -5.87322 0.1 -0.1 -0.2
C 1.65496 -2.59416 6.83150 -0.1 0.0 0.4
O 0.35573 -2.03111 6.70799 -0.1 0.2 -0.1
H 2.01319 -2.87685 5.84057 -0.1 0.0 0.0
H 2.33516 -1.85615 7.26577 0.2 -0.1 0.0
H 1.61073 -3.48169 7.46682 0.3 -0.1 -0.1
H 0.06280 -1.79069 7.59585 0.0 -0.1 -0.2
C -3.92256 -2.85954 0.20682 0.3 0.0 -0.3
O -2.92773 -3.24379 1.15064 0.2 -0.2 0.2
H -4.89986 -3.16970 0.57753 0.1 0.0 -0.1
H -3.91024 -1.77303 0.08293 -0.2 0.0 -0.1
H -3.72884 -3.34581 -0.74939 -0.3 0.1 0.0
H -2.07612 -2.95776 0.79854 -0.2 -0.1 0.2
C -5.68162 -3.78744 -3.54779 -0.3 0.3 0.2
O -5.42017 -3.07905 -2.34348 0.2 0.2 0.0
H -5.16714 -4.74839 -3.51127 0.0 0.1 0.1
H -6.75469 -3.95666 -3.64969 0.1 -0.2 -0.2
H -5.31192 -3.21132 -4.40087 0.0 -0.2 -0.2
H -5.88694 -2.23424 -2.40301 -0.1 -0.1 0.3
C -8.59748 -1.18139 -2.92878 -0.1 0.2 0.1
O -7.67959 -0.99293 -1.85853 0.2 0.1 0.1
H -8.26775 -2.02886 -3.53025 0.0 0.1 0.1
H -9.59271 -1.38838 -2.52874 0.0 -0.1 -0.2
H -8.62574 -0.28474 -3.55297 -0.1 -0.1 -0.1
H -7.99334 -0.23979 -1.34316 0.2 -0.2 0.0
C -5.79004 4.70265 -0.02288 0.2 -0.1 -0.2
O -4.43292 4.91022 -0.38485 0.1 0.0 -0.1
H -6.09052 5.48266 0.67676 0.1 -0.1 -0.1
H -6.42187 4.75369 -0.91337 -0.2 0.0 0.1
H -5.89907 3.72604 0.45651 -0.2 0.0 0.1
H -4.19119 4.20826 -1.00347 -0.2 0.5 0.4
C -5.38847 -4.41591 3.76364 0.2 0.1 -0.2
O -5.29983 -3.03647 3.44157 0.0 0.2 0.0
H -6.02619 -4.53178 4.64015 0.0 0.1 -0.1
H -5.82500 -4.96387 2.92455 0.0 -0.2 0.1
H -4.39238 -4.80772 3.98725 -0.1 -0.2 0.1
H -4.73147 -2.96186 2.66464 0.0 0.0 0.2
C 1.20740 -6.09855 5.55406 0.2 -0.3 0.0
O 2.03537 -6.13539 6.70706 0.2 0.0 0.2
H 0.74029 -5.11517 5.48738 0.1 -0.1 0.1
H 1.81306 -6.27312 4.66111 -0.2 0.1 -0.2
H 0.43079 -6.86342 5.63439 -0.1 0.1 -0.2
H 2.43533 -7.01486 6.74241 -0.2 0.1 0.1
C 2.91177 -9.56060 8.68151 -0.1 0.1 0.2
O 1.71834 -9.11935 8.04821 -0.1 0.2 -0.2
H 3.36948 -10.33609 8.06727 -0.1 0.1 0.0
H 3.60714 -8.72328 8.78382 0.2 -0.1 0.1
H 2.67665 -9.97175 9.66616 0.2 -0.1 0.0
H 1.33350 -8.43502 8.61073 0.0 -0.1 -0.2
C 8.21567 4.80412 0.44117 0.0 0.1 -0.2
O 6.94410 4.82181 1.08025 -0.5 -0.3 0.0
H 8.97906 4.57567 1.18443 -0.2 0.0 0.0
H 8.22768 4.03620 -0.33700 0.2 0.0 0.0
H 8.42070 5.78287 0.00187 0.2 -0.1 0.0
H 6.28805 5.02707 0.40186 0.2 0.3 0.2
C -2.73193 10.88302 -3.87193 0.3 -0.2 0.2
O -1.85488 10.88981 -2.75737 0.0 0.0 0.0
H -3.21824 11.85617 -3.94278 0.1 -0.1 0.1
H -2.16444 10.69564 -4.78774 -0.2 0.0 -0.2
H -3.49239 10.10833 -3.73914 -0.1 0.1 -0.2
H -1.43766 10.01875 -2.71681 0.0 0.2 0.2
C -7.79458 -6.74818 -5.09381 0.0 0.0 -0.2
O -7.70470 -5.36577 -5.41634 0.1 0.3 -0.1
H -8.43278 -6.86396 -4.21698 0.1 0.2 0.0
H -8.22952 -7.29313 -5.93207 0.1 -0.2 0.2
H -6.79876 -7.13922 -4.87096 -0.1 -0.2 0.0
H -7.13647 -5.29163 -6.19281 -0.2 0.0 0.1
C -7.18776 -10.33702 -6.76592 0.1 0.0 -0.2
O -7.09586 -8.95724 -7.09287 0.2 0.1 -0.2
H -7.82629 -10.44861 -5.88942 0.0 0.1 -0.1
H -7.62465 -10.88649 -7.60328 0.0 -0.2 0.1
H -6.19315 -10.73007 -6.54068 -0.1 -0.2 0.1
H -6.52708 -8.88590 -7.86958 -0.2 0.0 0.2
C 4.19926 1.93506 -7.75609 -0.1 0.2 0.3
O 2.90933 2.51635 -7.89472 -0.4 0.0 0.0
H 4.54518 1.60697 -8.73592 -0.1 0.1 0.1
H 4.89462 2.67473 -7.35664 0.2 -0.2 -0.1
H 4.14425 1.07364 -7.08479 0.2 -0.1 0.0
H 2.62915 2.79698 -7.01630 0.1 0.0 -0.3
```
Positions in Å, forces in eV/Å.

LUMO level: -3.17 eV
E_HOMO: -10.956 eV
Net charge: +1
Maximum force: 4.7 eV Å⁻¹
HOMO-LUMO gap: 7.78 eV

Löwdin population analysis, charges in e, atoms 1 to 2: number 1, C, carries -0.0996; number 2, C, carries -0.1612